No. 1
Below is C31H36BrCaN2O4S2Sb as an isolated structure at a distorted geometry, with properties calculated with ωB97M-V/def2-TZVPD.

As for the molar mass: 806.52 g/mol. The value obtained for the energy above the lowest of the compared OMol25 structures with the same formula, charge and spin is 22.3 kcal per mole. Its total charge is 0. The value obtained for the orbital gap is 0.279 Eh. The LUMO energy comes out at 0.14 eV.

XYZ file:
```
78
C31H36BrCaN2O4S2Sb (ωB97M-V/def2-TZVPD)
Ca -0.138 0.011 -0.672
C 0.578 2.538 2.940
C -0.006 2.235 1.586
O 0.589 1.386 0.900
C -1.174 2.969 1.107
C -1.630 4.067 1.870
C -2.615 4.907 1.421
C -3.167 4.667 0.151
C -2.776 3.596 -0.609
C -1.808 2.674 -0.140
O -1.545 1.611 -0.829
H 1.289 1.753 3.186
H -0.190 2.595 3.710
H 1.099 3.497 2.910
H -1.179 4.260 2.833
H -2.949 5.740 2.023
H -3.925 5.340 -0.233
H -3.208 3.408 -1.584
S 2.209 -0.685 -2.061
C 3.359 -0.723 -0.773
N 2.976 -0.674 0.525
C 3.810 -0.577 1.585
C 5.155 -0.562 1.396
C 5.624 -0.688 0.075
C 4.757 -0.772 -0.977
H 1.987 -0.778 0.738
H 3.316 -0.533 2.545
H 5.823 -0.474 2.239
H 6.690 -0.717 -0.111
H 5.107 -0.875 -1.993
C -0.824 -2.483 -5.063
C -1.962 -1.459 -5.009
Sb -1.801 -0.185 -3.308
C -3.840 0.424 -3.224
C -4.360 1.239 -4.407
C -0.966 1.494 -4.372
C 0.262 2.160 -3.748
H -0.887 -3.118 -5.949
H -0.832 -3.138 -4.191
H 0.155 -1.998 -5.083
H -2.933 -1.957 -4.958
H -1.963 -0.833 -5.903
H -3.963 0.960 -2.282
H -4.402 -0.510 -3.140
H -3.886 2.218 -4.472
H -5.435 1.410 -4.316
H -4.191 0.734 -5.361
H -1.770 2.222 -4.474
H -0.736 1.116 -5.369
H 0.049 2.542 -2.747
H 0.586 3.008 -4.356
H 1.112 1.480 -3.667
Br -2.680 1.691 5.576
C -2.676 0.692 3.970
C -3.792 0.715 3.145
C -3.759 0.003 1.956
C -2.619 -0.699 1.587
C -1.504 -0.701 2.416
C -1.541 -0.016 3.627
C -0.197 -1.316 1.976
O 0.717 -1.441 2.797
O -0.101 -1.576 0.726
H -4.668 1.279 3.432
H -4.625 0.011 1.307
H -2.595 -1.256 0.659
H -0.671 -0.033 4.268
S 2.787 -4.016 -0.029
C 3.368 -4.205 1.530
N 2.778 -3.551 2.576
C 3.145 -3.640 3.880
C 4.182 -4.425 4.254
C 4.853 -5.140 3.225
C 4.472 -5.035 1.927
H 1.967 -2.964 2.360
H 2.553 -3.046 4.562
H 4.466 -4.500 5.292
H 5.687 -5.782 3.481
H 4.981 -5.571 1.140
```

=====

No. 2
Below is C31H36BrCaN2O4S2Sb as an isolated structure, with properties calculated with ωB97M-V/def2-TZVPD.

As for the molar mass: 806.52 g/mol. The value obtained for the energy above the lowest of the compared OMol25 structures with the same formula, charge and spin is 31.1 kcal per mole. Its total charge is 0. The value obtained for the orbital gap is 0.274 Eh. The LUMO energy comes out at -0.20 eV.

XYZ file:
```
78
C31H36BrCaN2O4S2Sb (ωB97M-V/def2-TZVPD)
Ca 0.514 -0.123 -0.391
C 4.739 1.096 0.182
C 3.262 1.172 -0.098
O 2.565 0.268 0.399
C 2.723 2.276 -0.888
C 3.643 3.108 -1.577
C 3.278 4.178 -2.343
C 1.907 4.481 -2.441
C 0.976 3.737 -1.782
C 1.324 2.619 -0.969
O 0.381 2.010 -0.333
H 4.919 0.243 0.829
H 5.087 2.015 0.657
H 5.308 0.968 -0.740
H 4.696 2.870 -1.508
H 4.022 4.769 -2.856
H 1.584 5.320 -3.046
H -0.079 3.972 -1.853
S -1.442 3.080 2.540
C -2.572 2.145 1.750
N -2.685 2.199 0.387
C -3.621 1.565 -0.360
C -4.543 0.762 0.231
C -4.435 0.580 1.634
C -3.483 1.221 2.361
H -1.948 2.725 -0.072
H -3.554 1.742 -1.421
H -5.301 0.280 -0.367
H -5.128 -0.077 2.147
H -3.405 1.092 3.431
C -0.773 1.035 5.553
C -0.460 -0.230 4.762
Sb 0.416 0.018 2.838
C 2.083 1.210 3.444
C 2.004 2.691 3.093
C 1.410 -1.903 2.943
C 2.584 -1.997 3.912
H -1.148 0.789 6.549
H -1.508 1.664 5.052
H 0.118 1.653 5.689
H -1.359 -0.836 4.629
H 0.260 -0.848 5.304
H 2.939 0.742 2.956
H 2.202 1.059 4.520
H 1.776 2.850 2.037
H 2.950 3.192 3.318
H 1.221 3.201 3.655
H 1.734 -2.176 1.935
H 0.620 -2.611 3.213
H 3.436 -1.414 3.559
H 2.930 -3.026 4.037
H 2.333 -1.625 4.908
Br 4.206 -3.897 -5.871
C 2.920 -4.132 -4.506
C 2.416 -5.401 -4.267
C 1.470 -5.577 -3.265
C 1.038 -4.495 -2.514
C 1.554 -3.229 -2.768
C 2.500 -3.040 -3.767
C 1.071 -2.057 -1.965
O 1.508 -0.911 -2.247
O 0.216 -2.296 -1.043
H 2.758 -6.240 -4.857
H 1.081 -6.569 -3.074
H 0.307 -4.608 -1.726
H 2.888 -2.048 -3.950
S -1.701 0.285 -2.518
C -2.207 -1.331 -2.442
N -2.811 -1.800 -1.319
C -3.179 -3.085 -1.089
C -2.981 -4.024 -2.046
C -2.389 -3.604 -3.259
C -2.021 -2.309 -3.458
H -2.958 -1.111 -0.592
H -3.619 -3.275 -0.121
H -3.270 -5.048 -1.869
H -2.210 -4.326 -4.045
H -1.543 -1.984 -4.371
```